(1)
Formula: C4H6N2
Source: OMol25
Level of theory: the ωB97M-V functional and the def2-TZVPD basis

Geometry as ORCA input:
```
! wB97M-V def2-TZVPD RIJCOSX def2/J DEFGRID3
* xyz 0 1
C -1.2649 1.0566 -0.0293
C -0.0283 0.1318 0.0689
C 1.2375 0.4650 0.8065
C 1.1722 0.0601 -0.7002
N -1.9886 -0.0285 -0.0739
N -1.0510 -1.0360 0.1633
H 1.2613 1.4914 1.0822
H 1.6560 -0.1863 1.6742
H 1.5333 -0.8836 -0.8604
H 1.3634 0.8208 -1.4701
H -2.9605 -0.3555 -0.0157
H -0.9305 -1.5359 -0.6457
*
```

The calculation puts the total energy at -265.3322 Ha. For the gap between HOMO and LUMO, the calculation gives 9.493 eV.

Löwdin atomic charge list, values in e, 4 entries: 0.01 -0.47 -0.05 -0.07

(2)
Formula: C5H10O2
Source: OMol25
Level of theory: the ωB97M-V functional and the def2-TZVPD basis

Geometry as ORCA input:
```
! wB97M-V def2-TZVPD RIJCOSX def2/J DEFGRID3
* xyz 0 1
C -1.8088 2.1127 -0.4944
C -0.3175 1.9956 -0.2067
O 0.1345 0.6864 -0.2610
C 1.3033 -1.3218 0.2711
C 1.2506 -2.0734 1.5496
C 0.4085 -1.5046 -0.7768
O 0.3858 -0.6438 -1.7047
H -2.3782 1.5139 0.2229
H -2.1488 3.1522 -0.4350
H -2.0213 1.7318 -1.4981
H 0.2735 2.6415 -0.8805
H -0.0980 2.3500 0.8185
H 2.0956 -0.5987 0.1128
H 2.2024 -2.5878 1.7333
H 1.1052 -1.3787 2.3873
H 0.4338 -2.8012 1.5619
H -0.4141 -2.2285 -0.6713
*
```

The calculation puts the total energy at -346.8152 Ha. For the gap between HOMO and LUMO (alpha / beta), the calculation gives 8.440 / 8.428 eV.

Löwdin atomic charge list, values in e, 4 entries: -0.09 -0.33 -0.11 -0.07